--- A ---
# C4H6O

The molecule C4H6O (the ωB97M-V functional and the def2-TZVPD basis, the Open Molecules 2025 dataset).

As for the SMILES: O=C1CCC1. As for the total charge: 0. The HOMO-LUMO gap is 10.59 eV.

```
11
C4H6O the ωB97M-V functional and the def2-TZVPD basis
O -2.3662 0.0341 -0.2002
C -1.1684 0.0092 -0.1062
C -0.0819 1.0917 -0.1378
C 0.9662 -0.0025 0.1886
C -0.1291 -1.0943 0.1184
H 0.0364 1.5460 -1.1262
H -0.2130 1.8898 0.5989
H 1.4995 0.1011 1.1337
H 1.6947 -0.1456 -0.6127
H -0.3069 -1.7896 0.9445
H 0.0687 -1.6399 -0.8008
```

--- B ---
# C4H6O

The molecule C4H6O (the ωB97M-V functional and the def2-TZVPD basis, the Open Molecules 2025 dataset).

As for the SMILES: C1O[C@H]2C[C@@H]12. As for the total charge: 0. The HOMO-LUMO gap is 10.70 eV.

```
11
C4H6O the ωB97M-V functional and the def2-TZVPD basis
C -1.2014 -0.3567 -0.1184
C 0.0559 -0.0639 0.7514
C 1.3405 -0.2027 -0.0436
O 0.7116 0.4702 -1.1641
C -0.4072 0.8432 -0.3587
H -2.0993 -0.1803 0.4840
H -1.2742 -1.1425 -0.8597
H -0.2661 -0.4236 1.7064
H 1.6903 -1.2294 -0.1966
H 2.2135 0.4214 0.2209
H -0.7636 1.8643 -0.4217
```

--- C ---
# C4H6O

The molecule C4H6O (the ωB97M-V functional and the def2-TZVPD basis, the Open Molecules 2025 dataset).

As for the SMILES: C=C=COC. As for the total charge: 0. The HOMO-LUMO gap is 10.48 eV.

```
11
C4H6O the ωB97M-V functional and the def2-TZVPD basis
C -1.5658 0.9416 -0.5291
O -0.3545 1.1414 0.1718
C 1.4008 -1.6235 0.9934
C 1.1657 -0.5775 0.2512
C 0.7713 0.5268 -0.3295
H -1.6189 -0.0497 -0.9968
H -1.7110 1.7145 -1.2947
H -2.3642 1.0214 0.2135
H 1.8991 -1.5138 1.9531
H 1.0696 -2.6158 0.6998
H 1.3078 1.0346 -1.1327
```

--- D ---
# C4H6O

The molecule C4H6O (the ωB97M-V functional and the def2-TZVPD basis, the Open Molecules 2025 dataset).

As for the SMILES: C=CC(C)=O. As for the total charge: 0. The HOMO-LUMO gap is 10.23 eV.

```
11
C4H6O the ωB97M-V functional and the def2-TZVPD basis
C -1.7140 -0.2206 -0.0340
C -0.4032 0.4715 0.0625
C 0.8556 -0.3940 0.1191
C 2.0249 0.2491 -0.0628
H -2.3440 0.3254 -0.7773
H -2.3018 -0.2068 0.9357
H -1.6388 -1.3197 -0.4304
H 0.7893 -1.4822 0.3155
H 2.0889 1.3030 -0.3229
H 2.9270 -0.3993 0.0962
O -0.2840 1.6737 0.0984
```

Result of the stability comparison: A is the most stable of them.